No. 1
Formula: H34O17
Source: OMol25
Level of theory: the ωB97M-V functional and the def2-TZVPD basis

Geometry as XYZ:
```
51
H34O17 the ωB97M-V functional and the def2-TZVPD basis
O -18.79848 -9.36665 -7.59773
H -19.68024 -9.19912 -7.94135
H -18.85996 -10.22386 -7.25745
O -16.53220 -11.28164 -7.02829
H -16.96931 -12.10950 -6.99612
H -16.68479 -11.05511 -7.96500
O -19.73515 -11.66053 -6.81783
H -19.96262 -12.36630 -7.39081
H -19.44210 -12.03619 -5.96475
O -22.24512 -11.02431 -5.60094
H -21.36183 -11.03093 -5.94703
H -22.90378 -11.39447 -6.21485
O -15.46185 -12.06600 -4.66242
H -14.59763 -12.51390 -4.49788
H -15.47481 -11.95963 -5.62847
O -16.58509 -8.39754 -8.56267
H -17.32086 -8.90979 -8.19359
H -17.08773 -7.58796 -8.51366
O -17.60257 -7.33836 -5.55261
H -18.38676 -7.62757 -6.08664
H -16.94939 -8.05402 -5.68499
O -17.05475 -8.39244 -2.77652
H -17.06362 -8.80663 -3.63682
H -16.75848 -7.48487 -2.93554
O -18.01309 -10.40880 -4.71416
H -18.91683 -10.05793 -4.65691
H -17.75362 -10.12595 -5.58808
O -20.85504 -10.43148 -2.68601
H -21.40347 -9.63572 -2.76153
H -21.27715 -10.98086 -2.01897
O -17.38835 -13.88039 -4.39511
H -16.79313 -13.13244 -4.59770
H -18.16191 -13.42817 -4.11165
O -14.71462 -9.88962 -3.03127
H -14.58032 -8.98878 -3.38862
H -15.24683 -10.32050 -3.72450
O -15.55528 -9.05652 -5.72066
H -15.27433 -8.15680 -5.90305
H -15.60368 -9.52686 -6.58076
O -17.53253 -11.61699 -2.34518
H -17.64860 -11.05114 -1.58485
H -17.61696 -11.10757 -3.14219
O -19.82706 -12.65221 -4.10122
H -20.27460 -11.85507 -3.86243
H -20.49521 -13.16003 -4.61468
O -19.44013 -8.51817 -1.48608
H -18.59449 -8.41698 -1.88774
H -19.72840 -9.34346 -1.96065
O -20.37110 -8.72464 -5.05859
H -20.83162 -7.97865 -4.72349
H -20.86121 -9.08287 -5.82451
```

Calculated values
HOMO-LUMO gap	8.76	eV
E_tot	-1299.448005	hartree
highest occupied orbital energy	-9.5	eV
ΔE to the lowest compared entry with this formula, charge and spin	215.2	kJ/mol



No. 2
Formula: H34O17
Source: OMol25
Level of theory: the ωB97M-V functional and the def2-TZVPD basis

Geometry as XYZ:
```
51
H34O17 the ωB97M-V functional and the def2-TZVPD basis
O -0.88865 2.39135 -3.24101
H -1.69221 2.11043 -2.82024
H -0.77425 3.31355 -3.42003
O 4.94561 0.01439 1.23531
H 4.25622 0.71161 1.43901
H 5.79773 0.36782 1.45677
O -1.88650 -1.42247 4.10635
H -2.04583 -1.55251 5.12311
H -2.54676 -2.00923 3.70648
O 1.82236 2.69078 4.18144
H 1.99951 2.12951 5.00099
H 0.97653 2.30631 3.79699
O -1.52953 -3.85559 -3.00702
H -1.39050 -2.91884 -3.45336
H -0.82052 -4.02482 -2.34378
O 0.90321 -0.16477 -3.65866
H 0.15528 0.06932 -4.11885
H 0.85580 0.09239 -2.64462
O -2.09207 -0.39512 -1.09426
H -2.76367 0.27319 -1.18956
H -2.34645 -0.73420 -0.21092
O -3.59760 2.85934 -1.46807
H -2.93029 3.18991 -0.87457
H -4.30586 2.41792 -1.00802
O -2.50725 2.13079 0.56893
H -2.33101 1.45711 1.18030
H -1.65136 2.48895 0.26476
O -3.77985 -1.52551 1.27188
H -3.27233 -2.24800 0.97763
H -4.40817 -1.41105 0.51284
O 2.94263 1.87727 -2.76357
H 2.41607 2.39770 -2.08794
H 2.22652 1.29937 -3.06783
O 2.26726 -1.49256 1.88154
H 1.87783 -1.62039 2.77304
H 1.53607 -1.16379 1.38818
O 4.73215 3.31424 -1.07297
H 4.25181 3.54948 -1.83460
H 4.21555 2.46913 -0.97766
O -0.20994 1.51065 -0.63851
H -0.63706 0.66495 -0.82966
H -0.54284 2.03638 -1.36491
O 0.02713 -3.86450 -0.28201
H 0.07727 -3.24220 0.41329
H 0.88198 -4.31367 -0.38190
O -3.11638 -3.26133 -0.87860
H -3.01592 -3.08950 -1.76954
H -2.75233 -4.07178 -0.54114
O 3.30421 -0.57277 4.27523
H 3.79256 -1.26578 3.89018
H 3.57389 0.08654 3.59957
```

Calculated values
HOMO-LUMO gap	10.67	eV
E_tot	-1299.375399	hartree
highest occupied orbital energy	-11.0	eV
ΔE to the lowest compared entry with this formula, charge and spin	405.8	kJ/mol



No. 3
Formula: H35O17
Source: OMol25
Level of theory: the ωB97M-V functional and the def2-TZVPD basis

Geometry as XYZ:
```
52
H35O17 the ωB97M-V functional and the def2-TZVPD basis
O 2.36251 -4.11447 -0.66163
H 2.54593 2.35236 -3.68611
H 3.77375 2.11925 -2.82266
O 2.89055 1.76228 -2.93203
H 3.48726 -2.50753 0.31885
H 1.39011 -0.76326 0.22497
O -0.91244 1.05899 2.65996
H -0.22747 0.46913 2.42452
H -1.79670 0.71473 2.26080
O -3.41013 0.45588 2.10247
H -3.80133 0.11808 1.25172
H -1.08027 -2.04227 2.26936
O 1.37819 1.94873 -0.90707
H -4.29860 0.28253 -0.75064
O 2.88338 -0.55548 -1.42948
H 3.52207 -0.46378 -0.64118
H -0.96660 -4.44585 -3.63492
O 1.97889 1.47912 2.68424
H 1.37520 -1.93736 3.58787
H -0.99383 2.09023 -1.47259
O -1.53120 -1.60918 1.56787
H 2.44684 -4.67271 -1.44376
H -3.00181 2.79985 -0.72353
O 4.10917 -1.78433 0.53518
H 1.07706 0.75044 0.52900
H 4.96329 -2.25267 0.56764
O -1.86735 -4.43159 -3.28575
H 2.11428 1.72006 3.61825
H -2.04591 -3.56929 -2.95454
O -3.39586 0.60912 -0.68132
H -0.16024 2.98801 0.90160
H 1.37183 2.89100 -1.11136
O -1.38882 1.38663 -1.95875
H -0.87246 2.22096 2.39183
H -0.74923 1.09447 -2.65291
O -0.91312 3.13661 1.48999
H 2.12116 -4.46949 0.17620
H -1.63651 3.20025 0.81735
O -2.53699 3.65583 -0.56072
H 2.15180 0.52106 2.72633
H 3.29198 -0.50886 -2.30088
O -1.58354 -0.56489 -3.50864
H 2.15532 1.70697 -1.42479
H -1.01788 -1.12387 -2.88984
O 0.88428 -0.12597 0.76413
H -2.99890 3.90794 0.26577
H -3.53800 0.19925 3.04177
O 0.61144 -2.16727 4.12351
H 0.88629 -2.44870 4.99013
H -1.11438 -1.43899 0.74495
H -2.91453 0.27656 -1.42364
H -2.26752 -1.22262 -3.51560
```

Calculated values
net charge	+1
HOMO-LUMO gap	10.88	eV
E_tot	-1299.775100	hartree
highest occupied orbital energy	-13.4	eV
ΔE to the lowest compared entry with this formula, charge and spin	351.4	kJ/mol



No. 4
Formula: H35O18
Source: OMol25
Level of theory: the ωB97M-V functional and the def2-TZVPD basis

Geometry as XYZ:
```
53
H35O18 the ωB97M-V functional and the def2-TZVPD basis
O 1.97853 -0.08367 3.81583
H 2.07923 -0.42266 2.91568
H -1.88176 2.83651 0.34756
O -4.03293 -3.95317 -0.28878
H -3.86301 -3.82527 -1.23082
O 2.79478 1.66512 1.13583
H 2.86400 2.05339 2.06277
H 2.10210 1.04205 1.40566
O -1.09731 0.14370 -0.17592
H -1.44614 -1.11892 1.80890
H -1.97731 -0.19048 -0.37350
O -3.82894 0.10335 -4.69696
H -3.76883 -0.75694 -4.26635
H -3.86534 0.74339 -3.96603
O 2.75600 3.45023 2.92822
H 3.29254 4.24133 2.91351
H 1.81234 3.58862 2.78064
O 2.02276 -1.84266 0.35996
H 1.47544 -2.55875 0.75801
H 1.31413 -1.34972 -0.06773
O 3.54532 -3.61428 -1.07426
H -3.12474 -1.70397 3.47247
H -0.62718 -0.55290 -4.95964
O 1.88659 0.25254 -1.71184
H 1.09019 0.68754 -1.38159
H 2.72385 0.69708 -1.51902
O 4.89065 0.98431 -0.70237
H 4.48497 0.67911 0.12908
H 4.42039 1.83225 -0.69720
O 0.15597 2.31862 3.37868
H -0.55477 1.55767 3.26080
H -0.32364 2.75828 4.09730
O -1.33152 0.20572 2.71949
H -0.97124 0.15105 1.82906
H -0.44756 -0.53847 -0.35940
O -1.52919 -0.86727 -4.79337
H -3.28170 -3.44471 0.05188
H -2.05713 -0.05926 -4.95315
O -1.70720 3.68118 0.76948
H 3.64289 -3.33000 -0.15493
H -1.28313 3.63232 1.62825
O -1.36796 -2.00848 1.28321
H 1.13238 0.36435 3.72768
H -1.23988 -2.61264 2.02541
O -3.13623 -0.91307 4.01641
H 2.59051 -3.62155 -1.18215
H -2.42332 -0.26453 3.58785
O -3.18250 -1.86123 -2.14473
H -2.33424 -1.84937 -1.69122
H -3.03895 -1.97906 -3.10638
O 1.18569 1.97459 -4.67376
H 1.93984 1.83172 -5.25423
H 1.54255 1.84698 -3.78433
```

Calculated values
net charge	-1
HOMO-LUMO gap	8.46	eV
E_tot	-1375.331195	hartree
highest occupied orbital energy	-6.5	eV
ΔE to the lowest compared entry with this formula, charge and spin	118.5	kJ/mol